1.
Formula: C34H42NO4Rh
Source: the Open Molecules 2025 dataset
Level of theory: wB97M-V/def2-TZVPD

```
82
Properties=species:S:1:pos:R:3
O -0.498 0.955 -4.079
C -0.713 2.375 -4.352
C -1.226 2.147 -5.766
H 0.265 2.871 -4.318
H -1.458 2.777 -3.646
C -0.871 0.668 -5.495
H -0.602 2.628 -6.522
H -2.290 2.358 -5.866
C 0.312 0.241 -6.319
H 1.155 0.933 -6.225
H -0.010 0.208 -7.371
H 0.630 -0.773 -6.040
C -1.998 -0.328 -5.639
H -2.898 0.028 -5.141
H -1.685 -1.290 -5.216
H -2.221 -0.466 -6.703
Rh -1.004 0.913 -1.697
C -1.857 -0.486 -0.518
C -2.438 0.815 -0.300
C -2.969 1.271 -1.561
H -2.548 1.338 0.651
C -2.697 0.256 -2.540
C -1.996 -0.820 -1.906
H -1.592 -1.716 -2.387
H -1.430 -1.131 0.252
H -3.463 2.217 -1.765
H -3.135 0.250 -3.524
C 1.110 -2.045 0.403
C 0.606 -3.236 -0.191
C 1.710 -3.958 -0.734
H -0.446 -3.530 -0.211
C 2.903 -3.214 -0.473
C 2.530 -2.020 0.224
H 3.197 -1.220 0.544
H 0.530 -1.275 0.917
H 1.664 -4.914 -1.253
H 3.928 -3.492 -0.723
O 2.938 -0.414 -4.734
C 2.269 -1.374 -3.895
C 1.761 -0.677 -2.624
H 2.995 -2.170 -3.636
H 1.408 -1.813 -4.438
C 2.529 0.659 -2.558
H 2.005 -1.264 -1.748
H 0.662 -0.584 -2.667
C 3.256 0.738 -3.930
H 3.299 0.571 -1.772
H 1.849 1.496 -2.344
H 4.347 0.731 -3.763
H 2.980 1.666 -4.459
C 5.016 0.930 4.945
C 4.092 -0.113 4.376
C 4.639 -1.342 3.999
C 3.823 -2.387 3.548
C 2.461 -2.185 3.444
C 1.930 -0.895 3.648
N 0.624 -0.674 3.222
C -0.128 0.522 3.053
C -1.179 0.729 3.961
C -1.855 1.949 3.991
C -1.539 2.952 3.063
C -0.612 2.681 2.054
C 0.099 1.476 2.028
C 1.091 1.227 0.900
O 2.234 0.847 1.213
O 0.699 1.500 -0.316
C 2.718 0.118 4.237
C 2.082 1.367 4.743
H 4.890 1.910 4.467
H 4.847 1.062 6.022
H 6.060 0.626 4.817
H 5.714 -1.490 4.073
H 4.260 -3.345 3.262
H 1.801 -2.997 3.132
H 0.057 -1.511 3.135
H -1.381 -0.049 4.703
H -2.615 2.124 4.751
H -2.043 3.927 3.080
H -0.404 3.412 1.274
H 1.842 2.059 3.923
H 1.151 1.150 5.284
H 2.745 1.889 5.438
```

## Properties
- HOMO energy (spin up / spin down) (eV) = -7.1 / -7.1
- <S²> = 6.027
- 2S+1 = 5

=====

2.
Formula: C30H35N3O2S
Source: the Open Molecules 2025 dataset
Level of theory: wB97M-V/def2-TZVPD

```
71
Properties=species:S:1:pos:R:3
C 8.964 0.065 0.943
C 7.568 0.648 1.025
O 7.295 1.631 1.672
N 6.667 -0.071 0.289
C 5.296 0.142 0.126
C 4.640 1.264 0.625
C 3.279 1.409 0.443
C 2.549 0.431 -0.215
S 0.798 0.556 -0.480
C 0.164 1.131 1.139
C -0.434 0.053 2.048
C 0.567 -1.051 2.411
C 1.683 -0.533 3.281
C 1.409 0.110 4.483
C 2.436 0.605 5.266
C 3.753 0.462 4.863
C 4.037 -0.198 3.681
C 3.008 -0.696 2.900
N -1.693 -0.475 1.548
C -1.709 -1.359 0.404
C -2.346 -0.735 -0.843
N -3.786 -0.880 -0.828
C -4.399 -0.794 -2.135
C -4.290 0.572 -2.848
C -4.966 0.498 -4.183
C -4.264 0.088 -5.310
C -4.897 -0.023 -6.535
C -6.245 0.272 -6.650
C -6.954 0.678 -5.533
C -6.319 0.789 -4.309
C -4.424 -0.061 0.182
C -4.135 -0.583 1.595
C -2.831 -0.059 2.158
O -2.814 0.702 3.110
C 3.204 -0.675 -0.743
C 4.566 -0.816 -0.578
H 9.639 0.675 1.536
H 9.307 0.054 -0.090
H 8.972 -0.953 1.327
H 7.021 -0.891 -0.184
H 5.197 2.017 1.154
H 2.795 2.298 0.817
H 0.990 1.610 1.660
H -0.599 1.876 0.912
H -0.719 0.580 2.969
H 0.023 -1.834 2.948
H 0.996 -1.492 1.509
H 0.387 0.220 4.814
H 2.206 1.106 6.196
H 4.554 0.859 5.468
H 5.061 -0.319 3.361
H 3.241 -1.218 1.983
H -0.677 -1.614 0.171
H -2.245 -2.283 0.645
H -1.965 -1.263 -1.719
H -2.024 0.317 -0.912
H -5.456 -1.051 -2.024
H -3.938 -1.558 -2.768
H -3.236 0.826 -2.975
H -4.763 1.338 -2.231
H -3.211 -0.140 -5.226
H -4.337 -0.339 -7.403
H -6.739 0.187 -7.606
H -8.006 0.912 -5.616
H -6.877 1.109 -3.441
H -5.502 -0.110 0.012
H -4.116 0.997 0.123
H -4.141 -1.673 1.581
H -4.918 -0.237 2.270
H 2.639 -1.423 -1.279
H 5.068 -1.683 -0.986
```

## Properties
- HOMO energy (eV) = -8.1
- SMILES string = CC(=O)Nc1ccc(SC[C@H](Cc2ccccc2)N2CCN(CCc3ccccc3)CCC2=O)cc1
- ΔE to the lowest compared entry with this formula, charge and spin (kJ/mol) = 30.6

=====

3.
Formula: C2H2ClN
Source: the Open Molecules 2025 dataset
Level of theory: wB97M-V/def2-TZVPD

```
6
Properties=species:S:1:pos:R:3
C 0.800 1.294 -0.105
C 0.080 0.344 0.177
N -0.861 -0.426 0.620
Cl -2.256 -0.420 -0.290
H 1.605 1.623 -0.722
H 0.632 -2.415 0.321
```

## Properties
- HOMO energy (spin up / spin down) (eV) = -10.0 / -9.8
- ΔE to the lowest compared entry with this formula, charge and spin (kJ/mol) = 628.7

=====

4.
Formula: C4H14O2S
Source: the Open Molecules 2025 dataset
Level of theory: wB97M-V/def2-TZVPD

```
21
Properties=species:S:1:pos:R:3
C 0.705 -1.266 1.856
C 0.303 0.177 1.549
C 0.593 0.675 0.140
S -0.568 -0.173 -1.100
C -0.358 1.101 -2.344
H 1.779 -1.414 1.962
H 0.143 -1.688 2.681
H 0.471 -1.872 0.971
H 0.877 0.823 2.216
H -0.722 0.396 1.837
H 1.598 0.361 -0.150
H 0.577 1.761 0.076
H 0.561 0.937 -2.899
H -1.100 0.864 -3.116
H -0.550 2.111 -1.975
O -3.051 2.795 -0.432
H -2.804 3.726 -0.356
H -2.569 2.515 0.347
O 1.064 -4.191 -0.330
H 1.188 -3.634 -1.106
H 1.865 -4.003 0.172
```

## Properties
- HOMO energy (eV) = -8.5
- SMILES string = CCCSC.O.O
- ΔE to the lowest compared entry with this formula, charge and spin (kJ/mol) = 71.4

=====

5.
Formula: C6H9N
Source: the Open Molecules 2025 dataset
Level of theory: wB97M-V/def2-TZVPD

```
16
Properties=species:S:1:pos:R:3
C 0.818 0.523 1.753
C 0.555 0.247 0.249
C 0.420 -1.194 -0.054
C -0.244 -1.632 -1.124
N -0.865 -0.776 -1.980
C -1.104 0.329 -1.532
C -0.649 0.996 -0.200
H -0.144 0.639 2.104
H 1.260 1.476 1.852
H 1.293 -0.384 2.126
H 1.586 0.528 -0.224
H 0.917 -1.849 0.642
H -0.146 -2.767 -1.436
H -1.719 0.876 -2.292
H -1.494 0.928 0.611
H -0.483 2.058 -0.495
```

## Properties
- HOMO energy (eV) = -8.9
- SMILES string = C[C@H]1C=CN=CC1
- ΔE to the lowest compared entry with this formula, charge and spin (kJ/mol) = 221.8

=====

6.
Formula: C45H40F5N5O25
Source: the Open Molecules 2025 dataset
Level of theory: wB97M-V/def2-TZVPD

```
120
Properties=species:S:1:pos:R:3
O -9.470 -5.176 3.693
N -8.899 -4.841 2.663
O -9.441 -4.420 1.650
C -7.456 -4.957 2.637
C -6.730 -5.057 3.863
C -5.356 -5.247 3.869
C -4.667 -5.189 2.669
C -5.410 -5.155 1.449
C -6.815 -5.083 1.427
H -7.214 -5.102 4.828
H -4.895 -5.496 4.813
H -3.591 -5.260 2.604
H -4.827 -5.147 0.540
H -7.283 -5.266 0.471
O 4.693 2.869 4.512
N 4.577 3.359 5.624
O 4.873 4.545 5.864
C 3.927 2.554 6.655
C 3.748 3.066 7.925
C 3.052 2.407 8.879
C 2.703 1.082 8.715
C 2.848 0.542 7.422
C 3.437 1.307 6.414
H 4.105 4.052 8.183
H 2.856 2.850 9.845
H 2.061 0.680 9.485
H 2.550 -0.457 7.139
H 3.570 0.816 5.462
O -5.283 5.602 8.105
N -4.446 5.375 7.233
O -3.847 6.267 6.654
C -4.125 3.935 6.902
C -4.858 2.888 7.382
C -4.518 1.608 7.054
C -3.464 1.345 6.218
C -2.795 2.393 5.659
C -3.161 3.690 5.943
H -5.645 3.090 8.093
H -4.992 0.733 7.474
H -3.175 0.345 5.931
H -2.026 2.118 4.952
H -2.566 4.533 5.624
O 1.691 5.030 0.413
N 1.678 5.705 -0.594
O 1.036 5.419 -1.584
C 2.461 6.956 -0.587
C 2.667 7.698 -1.763
C 3.366 8.841 -1.751
C 4.043 9.261 -0.611
C 3.837 8.573 0.568
C 2.961 7.537 0.630
H 2.206 7.353 -2.677
H 3.428 9.328 -2.712
H 4.636 10.163 -0.567
H 4.281 8.826 1.519
H 2.815 7.022 1.568
O -6.641 -8.504 -6.707
N -5.829 -7.812 -6.096
O -5.990 -7.579 -4.863
C -4.771 -7.127 -6.805
C -3.974 -6.150 -6.200
C -2.982 -5.492 -6.920
C -2.789 -5.713 -8.243
C -3.582 -6.683 -8.849
C -4.543 -7.385 -8.142
H -3.968 -5.921 -5.145
H -2.302 -4.739 -6.548
H -1.998 -5.146 -8.710
H -3.560 -6.901 -9.906
H -5.156 -7.970 -8.811
O 4.769 2.391 -4.507
C 5.776 2.015 -3.866
O 6.393 2.676 -2.872
C 7.503 1.845 -2.483
C 7.109 0.452 -2.895
F 6.270 -0.087 -2.006
O 6.394 0.820 -4.046
H 8.389 2.116 -3.058
H 7.719 1.917 -1.417
H 7.963 -0.220 -2.974
O 6.860 -8.155 4.074
C 6.056 -7.237 3.871
O 5.154 -7.133 2.905
C 4.648 -5.816 2.926
C 4.754 -5.567 4.399
F 3.645 -5.976 5.053
O 5.911 -6.220 4.747
H 5.286 -5.260 2.240
H 3.669 -5.634 2.482
H 4.867 -4.518 4.674
O 0.246 -1.828 2.140
C 0.365 -1.419 1.024
O 1.414 -1.564 0.227
C 1.158 -0.705 -0.880
C -0.348 -0.653 -0.962
F -0.942 -1.746 -1.561
O -0.609 -0.731 0.475
H 1.620 0.281 -0.844
H 1.462 -1.065 -1.863
H -0.666 0.299 -1.387
O -7.239 7.143 -4.523
C -6.131 6.736 -4.268
O -5.223 7.447 -3.681
C -4.010 6.926 -4.076
C -4.345 5.440 -4.098
F -4.155 4.805 -2.938
O -5.687 5.469 -4.418
H -3.811 7.221 -5.106
H -3.130 7.172 -3.482
H -3.678 5.008 -4.844
O 3.102 -4.207 -6.696
C 3.532 -3.370 -7.400
O 4.098 -3.622 -8.601
C 4.609 -2.433 -9.202
C 3.735 -1.360 -8.473
F 2.656 -1.159 -9.205
O 3.419 -2.028 -7.262
H 5.689 -2.314 -9.123
H 4.430 -2.544 -10.271
H 4.236 -0.397 -8.377
```

## Properties
- HOMO energy (eV) = -9.8
- SMILES string = O=[N+]([O-])c1ccccc1.O=[N+]([O-])c1ccccc1.O=[N+]([O-])c1ccccc1.O=[N+]([O-])c1ccccc1.O=[N+]([O-])c1ccccc1.O=C1OC[C@@H](F)O1.O=C1OC[C@@H](F)O1.O=C1OC[C@@H](F)O1.O=C1OC[C@@H](F)O1.O=C1OC[C@@H](F)O1